1.
21
Properties=species:S:1:pos:R:3 method="wB97M-V/def2-TZVPD" homo_lumo_gap_ev=9.81 energy_ev=-11423.5212 homo_energy_ev=-9.2 largest_force_ev_per_a=1.557 smiles=CNCN.O.O.O
C -1.17 -1.74 -1.19
N -1.31 -0.58 -0.32
C -0.67 0.59 -0.86
N -1.08 1.86 -0.30
H -0.12 -1.98 -1.31
H -1.63 -2.61 -0.71
H -1.71 -1.64 -2.14
H -2.27 -0.42 -0.04
H -0.73 0.56 -1.97
H 0.42 0.53 -0.70
H -2.09 1.92 -0.15
H -0.94 2.61 -0.97
O -0.15 0.36 2.29
H -0.92 -0.14 2.05
H -0.02 1.08 1.66
O 3.44 1.02 0.17
H 2.77 0.35 0.03
H 2.97 1.72 0.64
O 1.78 -1.36 0.92
H 2.42 -1.28 1.65
H 1.02 -0.84 1.27

---

2.
22
Properties=species:S:1:pos:R:3 method="wB97M-V/def2-TZVPD" homo_lumo_gap_ev=9.14 energy_ev=-13469.4724 homo_energy_ev=-8.5 largest_force_ev_per_a=5.385 smiles="[H]/N=C/NC.O.O.O.O"
H 2.76 0.00 0.97
N 2.03 0.25 0.34
C 1.80 1.45 -0.14
N 0.51 1.31 -0.72
C -0.20 2.52 -1.11
H 2.34 2.40 0.13
H 0.61 0.55 -1.34
H -1.07 2.35 -1.84
H -0.53 3.03 -0.30
H 0.66 3.14 -1.63
O -0.56 -0.67 -2.55
H -0.28 -1.40 -3.01
H -1.13 -1.08 -1.79
O 0.74 -2.52 3.15
H 0.86 -2.98 2.37
H -0.10 -2.81 3.49
O -0.90 -0.78 1.60
H -0.56 0.01 1.16
H -0.31 -1.01 2.32
O -2.15 -1.60 -0.68
H -2.60 -0.74 -0.75
H -1.90 -1.42 0.34

---

3.
22
Properties=species:S:1:pos:R:3 method="wB97M-V/def2-TZVPD" homo_lumo_gap_ev=9.76 energy_ev=-13470.7381 homo_energy_ev=-9.3 largest_force_ev_per_a=2.347
C -0.23 -0.56 -2.63
N 0.04 0.06 -1.37
C 0.10 -0.52 -0.25
N -0.04 -1.88 -0.04
H -1.17 -0.11 -2.98
H -0.37 -1.64 -2.82
H 0.52 -0.29 -3.38
H 0.21 -0.08 0.76
H -0.15 -2.50 -0.82
H 0.13 -2.26 0.88
O -3.10 -1.44 0.55
H -3.10 -0.52 0.84
H -2.23 -1.54 0.11
O -1.11 0.93 2.54
H -0.53 1.55 2.05
H -1.96 1.24 2.16
O 1.64 1.10 1.52
H 2.08 1.54 0.76
H 1.84 1.42 2.40
O 2.68 1.87 -0.94
H 2.57 1.00 -1.35
H 1.79 2.24 -1.01